1.
{"formula": "C23H45NO4", "method": "the ωB97M-V functional and the def2-TZVPD basis", "symbols": ["C", "C", "O", "O", "C", "C", "C", "C", "C", "C", "O", "C", "C", "O", "C", "C", "C", "C", "C", "H", "H", "H", "H", "H", "H", "H", "H", "H", "H", "H", "H", "H", "H", "H", "H", "H", "H", "H", "H", "H", "H", "H", "H", "H", "H", "H", "C", "C", "C", "N", "C", "C", "C", "C", "C", "H", "H", "H", "H", "H", "H", "H", "H", "H", "H", "H", "H", "H", "H", "H", "H", "H", "H"], "coordinates": [[1.96, -0.12, -0.80], [2.82, -1.15, -1.50], [3.99, -1.01, -1.67], [2.17, -2.29, -1.85], [1.33, -2.23, -3.04], [-0.11, -1.86, -2.71], [-0.91, -1.44, -3.97], [-0.94, 0.05, -4.36], [0.14, 0.88, -3.71], [0.24, 2.28, -4.35], [1.57, 2.61, -4.81], [2.59, 2.75, -3.97], [2.32, 3.09, -2.51], [3.72, 2.68, -4.37], [-2.30, 0.63, -3.95], [-2.69, 0.50, -2.45], [-3.49, 1.66, -1.85], [-3.82, 1.35, -0.38], [-2.69, 2.96, -1.89], [1.32, 0.39, -1.52], [2.61, 0.61, -0.33], [1.31, -0.61, -0.07], [1.34, -3.24, -3.44], [1.79, -1.57, -3.78], [-0.17, -1.10, -1.93], [-0.56, -2.77, -2.27], [-1.94, -1.80, -3.84], [-0.51, -2.05, -4.80], [1.13, 0.41, -3.78], [-0.03, 1.07, -2.61], [-0.11, 3.07, -3.67], [-0.37, 2.30, -5.24], [1.30, 2.92, -2.18], [2.59, 4.14, -2.36], [2.99, 2.48, -1.91], [-3.07, 0.11, -4.53], [-2.37, 1.68, -4.26], [-3.28, -0.42, -2.33], [-1.80, 0.38, -1.82], [-4.42, 1.79, -2.41], [-4.27, 0.36, -0.27], [-4.47, 2.10, 0.06], [-2.88, 1.36, 0.19], [-2.54, 3.33, -2.91], [-1.70, 2.78, -1.44], [-3.17, 3.74, -1.31], [1.33, -0.21, 7.32], [0.38, -1.14, 6.56], [0.98, -1.78, 5.30], [0.67, -1.06, 4.01], [1.00, 0.39, 4.09], [1.47, -1.71, 2.89], [0.57, -2.80, 2.34], [-0.80, -2.12, 2.35], [-0.80, -1.27, 3.62], [1.61, 0.67, 6.74], [0.87, 0.13, 8.24], [2.25, -0.74, 7.59], [-0.55, -0.62, 6.32], [0.10, -1.96, 7.22], [0.60, -2.79, 5.17], [2.07, -1.83, 5.38], [2.05, 0.50, 4.35], [0.37, 0.87, 4.83], [0.81, 0.83, 3.11], [1.63, -0.94, 2.13], [2.42, -2.05, 3.27], [0.58, -3.68, 2.99], [0.87, -3.11, 1.35], [-1.63, -2.83, 2.34], [-0.91, -1.48, 1.47], [-1.29, -1.76, 4.46], [-1.25, -0.29, 3.48]], "lowdin_charge": [0.0039, -0.5399, 0.1359, -0.0471, -0.1593, -0.1972, -0.2189, -0.3242, -0.2460, -0.1733, 0.0067, -0.5547, 0.0115, 0.0921, -0.2290, -0.2024, -0.4410, -0.1073, -0.0882, 0.0460, 0.0823, 0.0586, 0.1239, 0.1282, 0.0697, 0.1035, 0.0901, 0.0880, 0.1028, 0.0670, 0.0997, 0.1136, 0.0528, 0.0905, 0.0751, 0.0931, 0.0810, 0.1049, 0.0883, 0.1360, 0.0675, 0.0683, 0.0637, 0.0653, 0.0717, 0.0705, -0.0911, -0.2225, -0.1192, -0.2625, 0.0174, -0.0962, -0.1333, -0.1240, -0.0716, 0.0629, 0.0824, 0.0839, 0.1113, 0.1191, 0.1335, 0.1352, 0.1192, 0.1023, 0.1167, 0.1165, 0.1395, 0.1186, 0.1297, 0.1259, 0.1215, 0.1284, 0.1328], "energy_ev": -34255.5804, "orbital_gap_ev": 2.7, "max_force_ev_per_a": 0.56, "e_homo_ha": -0.1299, "relative_energy_ev": 3.932, "e_lumo_ev": -0.83}

---

2.
{"formula": "C23H46AlBBeBrCl4F4KN2NaO7", "method": "the ωB97M-V functional and the def2-TZVPD basis", "symbols": ["C", "C", "O", "B", "O", "C", "C", "N", "C", "C", "H", "H", "H", "H", "H", "H", "H", "H", "H", "H", "H", "H", "H", "C", "C", "O", "C", "O", "O", "H", "H", "H", "H", "C", "C", "O", "C", "C", "H", "H", "H", "H", "H", "H", "H", "H", "H", "H", "C", "Cl", "Cl", "Cl", "H", "Br", "Na", "Cl", "K", "F", "Al", "F", "F", "F", "Be", "C", "C", "C", "C", "C", "C", "N", "O", "C", "C", "C", "H", "H", "H", "H", "H", "H", "H", "H", "H", "H", "H", "H", "H", "H", "H", "H", "H", "H"], "coordinates": [[6.49, -2.58, 2.66], [5.01, -2.82, 2.85], [4.41, -3.23, 1.62], [3.06, -3.12, 1.48], [2.31, -4.18, 1.05], [2.32, -1.68, 1.73], [1.49, -1.49, 0.53], [0.29, -1.87, 0.75], [0.06, -2.36, 2.12], [1.23, -1.70, 2.84], [6.66, -1.65, 2.12], [7.00, -2.58, 3.62], [6.88, -3.38, 2.03], [4.85, -3.60, 3.59], [4.53, -1.90, 3.22], [1.90, -4.76, 1.71], [3.10, -0.94, 1.88], [1.79, -1.13, -0.44], [-0.43, -1.87, 0.04], [-0.89, -1.95, 2.45], [-0.02, -3.44, 2.17], [0.99, -0.67, 3.06], [1.54, -2.19, 3.76], [3.85, 3.41, -0.94], [4.43, 2.00, -0.86], [3.43, 1.30, -0.15], [2.23, 1.97, -0.31], [1.19, 1.55, 0.06], [2.45, 3.15, -0.90], [4.11, 3.95, -1.85], [4.14, 4.02, -0.08], [4.53, 1.53, -1.85], [5.38, 1.95, -0.33], [-1.72, 1.74, 1.04], [-1.47, 3.06, 1.76], [-2.50, 4.00, 1.54], [-3.78, 3.63, 2.00], [-3.87, 3.38, 3.49], [-1.94, 1.92, -0.02], [-0.84, 1.11, 1.13], [-2.57, 1.18, 1.45], [-0.56, 3.51, 1.36], [-1.27, 2.88, 2.83], [-4.15, 2.75, 1.44], [-4.43, 4.47, 1.72], [-3.31, 2.49, 3.79], [-4.92, 3.22, 3.77], [-3.46, 4.22, 4.04], [9.19, 0.52, 3.49], [7.88, 0.96, 2.45], [8.69, 0.25, 5.14], [9.99, -1.06, 2.89], [9.95, 1.31, 3.46], [8.73, 3.97, 1.68], [5.82, 0.97, -3.12], [-0.54, 4.25, 4.47], [12.22, -1.96, 3.68], [-2.94, -4.91, 1.36], [-2.38, -5.16, 2.93], [-3.36, -6.18, 3.81], [-2.23, -3.62, 3.64], [-0.77, -5.71, 2.80], [9.50, 3.84, 3.68], [-4.83, 0.01, -6.24], [-5.32, -0.45, -4.85], [-4.48, -1.64, -4.38], [-3.01, -1.33, -4.04], [-2.78, 0.12, -3.55], [-4.01, 0.79, -2.94], [-5.14, 0.72, -3.92], [-6.13, 1.34, -3.63], [-3.66, 2.26, -2.70], [-4.41, 0.13, -1.63], [-6.78, -0.85, -4.95], [-5.41, 0.85, -6.60], [-4.95, -0.81, -6.94], [-3.78, 0.30, -6.23], [-4.97, -2.08, -3.51], [-4.52, -2.39, -5.16], [-2.68, -2.04, -3.28], [-2.38, -1.50, -4.91], [-1.98, 0.15, -2.81], [-2.43, 0.72, -4.39], [-3.45, 2.78, -3.63], [-2.77, 2.32, -2.07], [-4.46, 2.79, -2.18], [-3.58, 0.21, -0.93], [-4.66, -0.93, -1.73], [-5.27, 0.63, -1.18], [-6.85, -1.67, -5.65], [-7.41, -0.04, -5.31], [-7.17, -1.18, -3.98]], "lowdin_charge": [-0.0733, -0.2189, 0.0892, -0.5823, 0.1998, -0.1204, -0.0067, 0.1463, -0.0920, -0.0523, 0.0341, 0.0745, 0.0843, 0.1331, 0.1194, 0.1323, 0.1372, 0.1507, 0.1814, 0.1329, 0.1120, 0.1365, 0.1369, -0.0721, -0.1509, 0.0471, -0.5268, 0.1887, 0.0983, 0.1374, 0.1545, 0.0439, 0.1393, -0.0992, -0.3528, -0.1667, -0.2966, -0.0954, 0.0486, 0.0344, 0.0663, 0.1023, -0.0312, 0.0914, 0.1135, 0.0664, 0.0730, 0.0517, -1.5065, 0.4697, 0.5393, 0.3205, -0.0704, -0.1563, 0.7481, -0.4715, 0.7899, -0.1992, -0.1851, -0.1622, -0.1802, -0.1967, -0.1206, 0.0131, -0.4568, -0.1218, -0.1473, -0.1302, -0.4597, 0.0097, 0.2184, 0.0000, 0.0303, -0.0089, 0.1014, 0.1051, 0.0868, 0.1188, 0.1348, 0.1168, 0.1135, 0.1251, 0.1167, 0.0996, 0.0863, 0.1011, 0.0964, 0.0935, 0.1081, 0.1079, 0.0971, 0.1056], "energy_ev": -201324.1427, "orbital_gap_ev": 1.3, "max_force_ev_per_a": 3.10, "e_homo_ha": -0.2544, "e_lumo_ev": -5.62, "total_charge": 1}

---

3.
{"formula": "C23H46BrN2O", "method": "the ωB97M-V functional and the def2-TZVPD basis", "symbols": ["C", "C", "C", "C", "C", "C", "C", "C", "C", "C", "C", "C", "N", "C", "O", "C", "Br", "H", "H", "H", "H", "H", "H", "H", "H", "H", "H", "H", "H", "H", "H", "H", "H", "H", "H", "H", "H", "H", "H", "H", "H", "H", "H", "C", "C", "C", "N", "C", "C", "C", "C", "C", "C", "H", "H", "H", "H", "H", "H", "H", "H", "H", "H", "H", "H", "H", "H", "H", "H", "H", "H", "H", "H"], "coordinates": [[0.12, -1.21, 3.84], [1.40, -1.16, 3.00], [1.69, 0.17, 2.32], [0.64, 0.68, 1.32], [-0.03, 2.00, 1.68], [-1.04, 1.92, 2.83], [-2.22, 2.88, 2.66], [-3.30, 2.71, 3.74], [-4.67, 2.28, 3.18], [-4.94, 0.76, 3.27], [-4.95, 0.04, 1.93], [-3.71, 0.15, 1.04], [-3.96, -0.79, -0.07], [-4.73, -1.85, 0.51], [-5.09, -2.82, -0.09], [-5.02, -1.49, 1.97], [-6.67, -2.23, 2.61], [0.02, -2.18, 4.32], [0.14, -0.44, 4.62], [-0.77, -1.05, 3.23], [1.34, -1.95, 2.23], [2.25, -1.42, 3.64], [1.88, 0.94, 3.08], [2.65, 0.05, 1.80], [-0.12, -0.10, 1.16], [1.13, 0.82, 0.35], [0.75, 2.73, 1.92], [-0.55, 2.39, 0.80], [-0.56, 2.11, 3.79], [-1.44, 0.90, 2.88], [-2.65, 2.71, 1.67], [-1.84, 3.91, 2.65], [-3.41, 3.63, 4.31], [-2.97, 1.94, 4.44], [-5.47, 2.81, 3.69], [-4.74, 2.59, 2.13], [-4.19, 0.29, 3.91], [-5.91, 0.59, 3.74], [-5.82, 0.36, 1.34], [-2.87, -0.28, 1.61], [-3.41, 1.13, 0.71], [-4.54, -0.39, -0.79], [-4.23, -1.89, 2.60], [4.58, 1.00, -5.89], [5.15, -0.05, -4.94], [4.20, -1.15, -4.49], [3.19, -0.86, -3.36], [3.56, -1.72, -2.17], [2.52, -1.69, -1.06], [1.13, -2.04, -1.57], [0.75, -1.18, -2.77], [1.81, -1.25, -3.85], [3.18, 0.58, -2.95], [3.89, 1.70, -5.42], [5.38, 1.59, -6.32], [4.05, 0.51, -6.72], [5.65, 0.42, -4.09], [5.94, -0.58, -5.46], [4.78, -2.00, -4.14], [3.61, -1.48, -5.34], [3.65, -2.74, -2.56], [4.54, -1.38, -1.84], [2.84, -2.40, -0.30], [2.51, -0.71, -0.56], [0.40, -1.92, -0.77], [1.11, -3.10, -1.86], [0.57, -0.15, -2.47], [-0.18, -1.53, -3.21], [1.59, -0.60, -4.69], [1.91, -2.27, -4.22], [2.82, 1.18, -3.77], [4.19, 0.88, -2.67], [2.53, 0.70, -2.09]], "lowdin_charge": [-0.1031, -0.2622, -0.2096, -0.2142, -0.2037, -0.2204, -0.2093, -0.1824, -0.1757, -0.1586, -0.3545, -0.1627, 0.0623, -0.5061, 0.0958, -0.6272, 0.7802, 0.0757, 0.0805, 0.0468, 0.0977, 0.1073, 0.1142, 0.0924, 0.1006, 0.0803, 0.1165, 0.1072, 0.1214, 0.0738, 0.0789, 0.1170, 0.1073, 0.1023, 0.1069, 0.1050, 0.1177, 0.1051, 0.1537, 0.1108, 0.1105, 0.1361, 0.1096, -0.0833, -0.2251, -0.1008, -0.2479, -0.1036, -0.1642, -0.1657, -0.1552, -0.1084, 0.0254, 0.0604, 0.0847, 0.0850, 0.1098, 0.1245, 0.1259, 0.1285, 0.1399, 0.1462, 0.1314, 0.0879, 0.1139, 0.1269, 0.1163, 0.1322, 0.1421, 0.1436, 0.1031, 0.1127, 0.0901], "energy_ev": -99661.8929, "orbital_gap_ev": 9.1, "max_force_ev_per_a": 0.77, "e_homo_ha": -0.4207, "e_lumo_ev": -2.34, "total_charge": 1}

---

4.
{"formula": "C23H46Cl18NO3", "method": "the ωB97M-V functional and the def2-TZVPD basis", "symbols": ["C", "C", "C", "C", "C", "C", "C", "C", "C", "C", "C", "C", "C", "N", "O", "C", "O", "O", "H", "H", "H", "H", "H", "H", "H", "H", "H", "H", "H", "H", "H", "H", "H", "H", "H", "H", "H", "H", "H", "H", "H", "H", "H", "H", "H", "H", "C", "Cl", "Cl", "H", "H", "C", "Cl", "Cl", "H", "H", "C", "Cl", "Cl", "H", "H", "C", "Cl", "Cl", "H", "H", "C", "Cl", "Cl", "H", "H", "C", "Cl", "Cl", "H", "H", "C", "Cl", "Cl", "H", "H", "C", "Cl", "Cl", "H", "H", "C", "Cl", "Cl", "H", "H"], "coordinates": [[3.17, 3.05, 2.73], [2.67, 2.56, 1.36], [2.91, 1.07, 1.20], [2.87, 0.62, -0.24], [3.26, -0.85, -0.49], [3.43, -1.72, 0.74], [2.11, -2.17, 1.36], [2.04, -1.96, 2.85], [0.74, -2.41, 3.53], [-0.56, -2.23, 2.75], [-1.31, -0.93, 3.02], [-0.96, 0.22, 2.06], [-2.13, 0.67, 1.21], [-2.69, -0.39, 0.41], [-1.66, 1.59, 0.24], [-3.24, 1.31, 2.09], [-3.50, 0.70, 3.15], [-3.73, 2.35, 1.64], [2.44, 3.65, 3.23], [3.35, 2.20, 3.36], [4.10, 3.56, 2.65], [1.61, 2.71, 1.35], [3.15, 3.11, 0.58], [2.13, 0.56, 1.74], [3.88, 0.84, 1.61], [1.88, 0.78, -0.63], [3.52, 1.27, -0.80], [2.50, -1.31, -1.09], [4.18, -0.87, -1.05], [4.09, -1.28, 1.46], [3.95, -2.61, 0.41], [1.95, -3.22, 1.14], [1.32, -1.63, 0.88], [2.24, -0.94, 3.11], [2.84, -2.52, 3.29], [0.83, -3.43, 3.86], [0.65, -1.83, 4.43], [-0.43, -2.33, 1.69], [-1.21, -3.03, 3.05], [-2.35, -1.14, 2.88], [-1.22, -0.63, 4.04], [-0.17, -0.10, 1.39], [-0.57, 1.05, 2.63], [-2.64, -1.28, 0.87], [-2.24, -0.43, -0.49], [-1.35, 2.35, 0.71], [6.85, 4.38, 4.28], [6.88, 3.54, 2.73], [5.34, 5.26, 4.54], [6.95, 3.64, 5.07], [7.67, 5.08, 4.31], [1.11, 5.03, -1.20], [-0.15, 3.87, -0.77], [2.26, 4.37, -2.37], [0.65, 5.90, -1.63], [1.66, 5.29, -0.30], [2.64, 4.80, -6.27], [3.13, 6.50, -6.16], [3.84, 3.73, -5.53], [1.70, 4.68, -5.74], [2.53, 4.54, -7.31], [7.41, 4.50, -5.11], [7.84, 6.21, -5.01], [8.64, 3.46, -4.39], [6.47, 4.35, -4.58], [7.30, 4.24, -6.15], [-4.34, -2.02, -2.21], [-3.80, -3.25, -1.07], [-3.01, -1.44, -3.21], [-5.09, -2.45, -2.85], [-4.73, -1.19, -1.64], [-5.82, -6.24, -0.99], [-5.22, -7.75, -0.29], [-5.77, -6.28, -2.76], [-6.85, -6.10, -0.68], [-5.21, -5.42, -0.65], [3.95, 7.53, -1.07], [4.51, 6.15, -0.13], [4.24, 7.32, -2.80], [2.88, 7.64, -0.91], [4.47, 8.42, -0.73], [-7.85, -9.84, -1.70], [-7.74, -10.37, -3.39], [-9.42, -9.10, -1.35], [-7.73, -10.71, -1.06], [-7.08, -9.11, -1.51], [-12.54, -6.95, -0.72], [-12.77, -5.44, -1.60], [-13.10, -6.84, 0.95], [-13.10, -7.73, -1.22], [-11.48, -7.19, -0.71]], "lowdin_charge": [-0.1100, -0.2409, -0.2251, -0.1821, -0.1911, -0.2165, -0.2122, -0.2099, -0.1900, -0.2062, -0.1882, -0.1099, -0.5434, 0.1248, -0.0638, -0.6832, -0.0555, -0.0285, 0.0659, 0.0662, -0.0248, 0.0761, 0.0790, 0.0842, 0.1084, 0.1052, 0.0951, 0.1005, 0.0947, 0.0925, 0.0983, 0.1154, 0.0843, 0.0900, 0.1052, 0.0930, 0.0974, 0.0879, 0.0972, 0.0831, 0.1039, 0.0938, 0.1183, 0.0434, 0.0484, 0.0031, -1.0096, 0.5210, 0.5277, 0.0224, 0.0187, -1.0205, 0.6422, 0.4863, 0.0240, -0.0035, -1.0094, 0.4946, 0.5138, 0.0199, 0.0222, -1.0473, 0.4928, 0.4977, -0.0188, 0.0202, -1.0023, 0.5431, 0.5146, 0.0170, 0.0271, -1.0123, 0.5245, 0.5056, 0.0279, -0.0487, -1.0182, 0.5147, 0.4841, 0.0171, 0.0213, -1.0268, 0.5044, 0.5063, 0.0268, -0.0553, -1.0427, 0.5041, 0.5001, 0.0234, -0.0242], "energy_ev": -257635.0107, "orbital_gap_ev": 5.9, "max_force_ev_per_a": 1.18, "e_homo_ha": -0.1519, "e_lumo_ev": 1.80, "total_charge": -1}